1.
Here is a molecular structure, C49H55ClGe2KNO8S4 at a distorted geometry from the Open Molecules 2025 dataset. Energies are from wB97M-V/def2-TZVPD.

CARTESIAN COORDINATES (ANGSTROEM)
1 K 17.66 -3.57 19.16
2 O 21.73 -5.28 20.80
3 Cl 21.36 -4.14 20.02
4 O 22.54 -3.57 19.50
5 O 20.64 -3.15 20.82
6 O 20.49 -4.55 18.92
7 C 14.34 -9.95 16.38
8 C 15.18 -9.24 15.30
9 C 16.56 -9.36 15.36
10 C 17.37 -8.63 14.45
11 C 18.87 -8.71 14.63
12 C 16.81 -7.82 13.51
13 C 15.41 -7.90 13.31
14 C 14.81 -7.44 11.99
15 C 14.65 -8.54 14.25
16 C 17.66 -6.92 12.57
17 C 18.18 -7.52 11.42
18 C 18.92 -6.80 10.53
19 C 19.18 -5.47 10.78
20 C 18.71 -4.82 11.89
21 C 17.99 -5.53 12.84
22 Ge 17.48 -4.77 14.62
23 S 18.75 -5.45 16.14
24 S 17.38 -2.58 14.57
25 Ge 15.32 -2.84 15.58
26 S 14.90 -3.50 17.64
27 S 15.17 -4.88 14.73
28 C 14.18 -1.38 14.85
29 C 12.94 -1.67 14.20
30 C 12.23 -0.72 13.50
31 C 12.69 0.62 13.54
32 C 13.68 0.99 14.41
33 C 14.43 -0.01 15.05
34 C 15.56 0.37 15.99
35 C 16.87 0.50 15.48
36 C 17.14 0.70 14.00
37 C 17.90 0.52 16.41
38 C 17.73 0.54 17.80
39 C 18.84 0.29 18.82
40 C 16.41 0.46 18.24
41 C 15.36 0.43 17.38
42 C 13.93 0.36 17.94
43 C 12.41 -3.05 14.21
44 C 11.55 -3.53 15.23
45 C 11.45 -2.86 16.57
46 C 10.86 -4.75 15.04
47 C 10.95 -5.44 13.88
48 C 10.11 -6.67 13.70
49 C 11.87 -5.01 12.90
50 C 12.59 -3.85 13.07
51 C 13.61 -3.44 12.06
52 C 19.10 -3.38 12.03
53 C 20.24 -3.13 12.82
54 C 21.03 -4.19 13.56
55 C 20.65 -1.80 12.91
56 C 20.08 -0.77 12.28
57 C 20.53 0.68 12.43
58 C 19.00 -1.03 11.43
59 C 18.47 -2.32 11.34
60 C 17.22 -2.53 10.56
61 H 13.28 -9.90 16.24
62 H 14.54 -9.51 17.38
63 H 14.51 -10.99 16.46
64 H 16.94 -9.97 16.18
65 H 19.15 -9.42 15.38
66 H 19.29 -7.73 14.91
67 H 19.33 -8.88 13.67
68 H 15.07 -8.08 11.16
69 H 15.30 -6.56 11.63
70 H 13.68 -7.53 12.05
71 H 13.57 -8.40 14.07
72 H 17.92 -8.55 11.25
73 H 19.32 -7.28 9.53
74 H 19.81 -4.91 10.09
75 H 11.34 -0.91 12.80
76 H 12.13 1.36 13.00
77 H 13.89 2.06 14.55
78 H 18.02 0.21 13.69
79 H 17.15 1.71 13.59
80 H 16.27 0.32 13.42
81 H 18.93 0.68 16.04
82 H 18.74 -0.78 19.06
83 H 18.59 0.82 19.76
84 H 19.82 0.57 18.46
85 H 16.19 0.23 19.29
86 H 13.98 -0.14 18.91
87 H 13.19 -0.27 17.48
88 H 13.52 1.39 17.97
89 H 12.14 -2.01 16.72
90 H 11.56 -3.60 17.35
91 H 10.48 -2.46 16.77
92 H 10.24 -5.12 15.84
93 H 10.20 -7.32 14.55
94 H 10.38 -7.15 12.80
95 H 9.05 -6.47 13.52
96 H 12.06 -5.59 11.99
97 H 13.84 -4.20 11.31
98 H 14.57 -3.32 12.54
99 H 13.35 -2.55 11.55
100 H 21.47 -4.84 12.82
101 H 20.42 -4.74 14.25
102 H 21.86 -3.75 14.13
103 H 21.48 -1.61 13.61
104 H 21.46 0.79 11.96
105 H 20.81 0.90 13.51
106 H 19.83 1.42 12.08
107 H 18.43 -0.22 10.96
108 H 16.82 -1.56 10.19
109 H 16.47 -2.98 11.28
110 H 17.31 -3.24 9.72
111 O 18.07 -6.27 19.49
112 H 18.98 -6.00 19.67
113 H 18.07 -6.29 18.51
114 O 15.63 -2.16 19.75
115 O 14.83 -2.13 18.49
116 C 20.94 -1.54 17.16
117 H 20.02 -1.13 16.77
118 H 21.04 -1.57 18.30
119 H 21.03 -2.52 16.74
120 O 22.75 -0.22 17.44
121 N 22.04 -0.71 16.59

Frontier orbital gap, eV: 6.51
Net charge: -2
LUMO level, eV: 3.80
Multiplicity: 1
HOMO level, eV: -2.715
Largest force on an atom, hartree/bohr: 0.0626
Energy relative to the best compared isomer or geometry (same formula, charge and spin), eV: 0.000

=====

2.
Here is a molecular structure, C24H20BBrMoN10S2 from the Open Molecules 2025 dataset. Energies are from wB97M-V/def2-TZVPD.

CARTESIAN COORDINATES (ANGSTROEM)
1 Mo 0.60 -0.53 0.18
2 C -0.12 2.70 -2.48
3 C 0.37 1.45 -2.24
4 N 0.07 1.07 -0.97
5 N -0.63 2.10 -0.40
6 C -0.72 3.09 -1.28
7 B -1.02 2.05 1.13
8 N 0.35 1.88 1.91
9 C 0.99 2.61 2.81
10 C 2.22 2.01 3.11
11 C 2.28 0.89 2.34
12 N 1.14 0.80 1.58
13 N -1.82 0.75 1.38
14 C -3.01 0.60 1.98
15 C -3.32 -0.76 2.01
16 C -2.25 -1.38 1.41
17 N -1.33 -0.47 1.02
18 N -1.80 3.25 1.51
19 C -2.97 3.71 0.94
20 C -3.50 4.64 1.77
21 C -2.60 4.70 2.86
22 N -1.59 3.86 2.71
23 H -0.05 3.28 -3.39
24 H 0.92 0.79 -2.89
25 H -1.20 4.02 -1.02
26 H 0.52 3.51 3.19
27 H 2.96 2.37 3.81
28 H 3.05 0.14 2.27
29 H -3.55 1.45 2.35
30 H -4.20 -1.21 2.43
31 H -2.10 -2.43 1.24
32 H -3.33 3.33 -0.01
33 H -4.39 5.22 1.63
34 H -2.65 5.33 3.74
35 S 1.35 -2.37 1.90
36 C 0.57 -3.28 0.76
37 N 0.05 -2.60 -0.30
38 C -0.59 -3.40 -1.17
39 C -1.27 -3.00 -2.34
40 C -1.85 -3.98 -3.09
41 C -1.77 -5.36 -2.71
42 C -1.12 -5.77 -1.57
43 C -0.53 -4.79 -0.78
44 S 0.33 -4.99 0.70
45 H -1.33 -1.96 -2.62
46 H -2.39 -3.72 -4.00
47 H -2.25 -6.10 -3.34
48 H -1.08 -6.82 -1.29
49 Br 6.74 -0.63 -2.75
50 C 5.06 -0.61 -1.99
51 C 4.47 0.59 -1.60
52 C 3.22 0.56 -1.03
53 N 2.53 -0.59 -0.83
54 C 3.12 -1.75 -1.21
55 C 4.36 -1.80 -1.79
56 H 4.98 1.53 -1.73
57 H 2.74 1.48 -0.71
58 H 2.56 -2.66 -1.04
59 H 4.79 -2.75 -2.07

Frontier orbital gap (alpha / beta), eV: 5.07 / 4.13
Net charge: +3
LUMO level (alpha / beta), eV: -11.45 / -12.39
Multiplicity: 4
HOMO level (alpha / beta), eV: -16.519 / -16.520
Largest force on an atom, hartree/bohr: 0.0120
Energy relative to the best compared isomer or geometry (same formula, charge and spin), eV: 0.071